# C73H80GeN5O6PSTeTl

A structure of composition C73H80GeN5O6PSTeTl at a distorted geometry (ωB97M-V/def2-TZVPD, OMol25).

Structure (ORCA input):
```
! RIJCOSX wB97M-V def2-TZVPD def2/J DEFGRID3
* xyz -2 2
Tl -0.0416 -0.0206 -0.4220
O 5.8305 -3.1016 4.2047
N 5.7112 -3.6441 3.1212
O 6.4192 -4.5973 2.8154
C 4.7312 -3.2002 2.1760
C 4.6262 -3.9439 1.0286
C 3.6476 -3.6853 0.0535
C 3.4923 -4.4857 -1.0998
C 2.4360 -4.2535 -1.9349
C 1.5662 -3.1922 -1.6409
N 1.7295 -2.3844 -0.6166
C 2.7427 -2.6151 0.2290
C 2.8908 -1.7627 1.3863
N 2.0562 -0.7193 1.4716
C 2.1049 0.0624 2.5238
C 3.0086 -0.1403 3.5667
C 3.8978 -1.1832 3.4869
C 3.8657 -2.0540 2.3764
H 5.2969 -4.7808 0.9000
H 4.2096 -5.2751 -1.2915
H 2.2551 -4.8655 -2.8084
H 0.7035 -2.9925 -2.2664
H 1.4171 0.8954 2.5271
H 3.0085 0.5265 4.4182
H 4.6204 -1.3352 4.2669
C -5.7003 -0.3042 0.5205
C -4.7284 -1.3836 0.0374
C -5.5068 -2.4410 -0.7553
C -3.9659 -2.0394 1.1727
C -4.6111 -2.3556 2.3605
C -3.9323 -2.9541 3.4081
C -2.5769 -3.2099 3.2828
C -1.8870 -2.9083 2.1154
C -0.4005 -3.1725 1.9956
C 0.3137 -3.0361 3.3400
C -0.0990 -4.5514 1.3985
C -2.5987 -2.3594 1.0286
N -1.9734 -2.0377 -0.1728
C -2.0664 -2.7840 -1.2430
C -1.7405 -2.3263 -2.5886
N -1.2667 -1.1327 -2.8544
C -1.3262 -0.5822 -4.1273
C -2.5715 -0.1471 -4.6371
C -2.6142 0.4443 -5.8921
C -1.4662 0.6164 -6.6471
C -0.2448 0.2087 -6.1358
C -0.1500 -0.3758 -4.8810
C 1.1811 -0.8596 -4.3409
C 2.3542 0.0245 -4.7687
C 1.4397 -2.3076 -4.7762
C -3.8488 -0.2946 -3.8332
C -4.8073 -1.2937 -4.4887
C -4.5224 1.0669 -3.6372
C -2.0458 -3.4286 -3.5214
C -1.9578 -3.6131 -4.8853
C -2.2178 -4.8979 -5.4148
C -2.5769 -5.9717 -4.6366
C -2.7302 -5.8022 -3.2368
C -3.1286 -6.7776 -2.2886
C -3.2559 -6.4340 -0.9650
C -2.9771 -5.1362 -0.4788
C -2.5488 -4.1777 -1.3684
C -2.4592 -4.5314 -2.7340
H -6.1001 0.2406 -0.3377
H -5.1965 0.4121 1.1696
H -6.5460 -0.7387 1.0592
H -3.9982 -0.8958 -0.6104
H -6.1645 -3.0010 -0.0844
H -4.8361 -3.1496 -1.2394
H -6.1268 -1.9686 -1.5208
H -5.6661 -2.1332 2.4725
H -4.4559 -3.2133 4.3213
H -2.0537 -3.6690 4.1121
H 0.0033 -2.4166 1.3186
H 0.0211 -3.8287 4.0332
H 0.0878 -2.0669 3.7837
H 1.3917 -3.1163 3.1978
H -0.5566 -5.3413 2.0003
H 0.9822 -4.7206 1.3843
H -0.4692 -4.6366 0.3784
H -3.5678 0.7669 -6.2963
H -1.5250 1.0582 -7.6348
H 0.6505 0.3468 -6.7305
H 1.1137 -0.8430 -3.2495
H 2.6362 -0.1723 -5.8065
H 3.2222 -0.1796 -4.1399
H 2.0996 1.0776 -4.6617
H 1.5521 -2.3586 -5.8623
H 0.6129 -2.9568 -4.4919
H 2.3535 -2.6881 -4.3123
H -3.5882 -0.6561 -2.8398
H -5.1222 -0.9396 -5.4740
H -5.6992 -1.4277 -3.8735
H -4.3278 -2.2652 -4.6104
H -4.8794 1.4807 -4.5835
H -3.8093 1.7597 -3.1905
H -5.3737 0.9708 -2.9580
H -1.6946 -2.8067 -5.5572
H -2.1178 -5.0425 -6.4848
H -2.7432 -6.9466 -5.0813
H -3.3317 -7.7896 -2.6211
H -3.5808 -7.1878 -0.2569
H -3.0979 -4.9162 0.5739
O -2.7528 1.2023 -0.7271
S -3.0486 2.2483 0.2891
C -1.8138 3.5554 0.0066
C -2.1403 4.0660 -1.3823
C -3.6239 4.4328 -1.3369
C -4.3304 3.3215 -0.5494
H -0.8251 3.1086 0.1045
H -1.9549 4.3200 0.7743
H -1.5167 4.9178 -1.6596
H -1.9756 3.2616 -2.1036
H -4.0392 4.5392 -2.3416
H -3.7450 5.3883 -0.8201
H -4.9215 2.6536 -1.1743
H -4.9590 3.7132 0.2532
C 1.6684 2.4544 -2.0670
Ge 2.1529 2.9435 -0.1323
C 4.1183 2.5034 -0.4799
C 4.9079 3.2549 -1.3526
C 6.2020 2.8686 -1.6755
C 6.7419 1.7109 -1.1297
C 5.9814 0.9561 -0.2490
C 4.6873 1.3540 0.0672
C 2.3830 4.9516 -0.4617
C 1.7642 5.5601 -1.5313
C 1.9259 6.9283 -1.8240
C 2.6975 7.7236 -1.0226
C 3.3128 7.1744 0.1260
C 4.0735 7.9760 1.0100
C 4.6657 7.4351 2.1170
C 4.5295 6.0589 2.3839
C 3.7873 5.2629 1.5558
C 3.1514 5.7867 0.4046
H 2.2746 2.9934 -2.8025
H 0.6106 2.6117 -2.3037
H 1.8822 1.3896 -2.1843
H 4.4952 4.1543 -1.7990
H 6.7909 3.4620 -2.3682
H 7.7473 1.4006 -1.3936
H 6.3929 0.0491 0.1833
H 4.0946 0.7469 0.7432
H 1.1500 4.9603 -2.1942
H 1.4475 7.3466 -2.7041
H 2.8368 8.7755 -1.2501
H 4.1579 9.0382 0.8020
H 5.2319 8.0635 2.7952
H 5.0254 5.6367 3.2495
H 3.6743 4.2067 1.7671
C -1.0473 -1.2580 6.2663
C -0.8189 0.1175 5.6632
O -0.8967 0.0000 4.2505
P -1.1060 1.3423 3.3375
O -1.1490 0.8018 1.9421
Te 0.1747 3.1891 3.9968
O -2.6199 1.7926 3.8176
C -3.7193 0.9392 3.5078
C -4.3215 0.3407 4.7691
H -0.9554 -1.2221 7.3528
H -0.3136 -1.9573 5.8656
H -2.0384 -1.6303 6.0045
H 0.1669 0.5010 5.9473
H -1.5653 0.8328 6.0251
H -3.3891 0.1467 2.8304
H -4.4675 1.5540 2.9987
H -3.6402 -0.3919 5.2008
H -5.2605 -0.1606 4.5271
H -4.5084 1.1283 5.5012
*
```

E: -6812.0674 hartree
Energy above the lowest of the compared OMol25 structures with the same formula, charge and spin: 0.0 kJ/mol
HOMO-LUMO gap (spin up / spin down): 3.71 / 3.74 eV
LUMO level (spin up / spin down): 2.276 / 2.276 eV